1.
Here is 11 unconnected molecules or ions with the total composition C25H72O11 at a distorted geometry from OMol25. Energies are from ωB97M-V with the def2-TZVPD basis set.

Its relative energy (zero: lowest compared OMol25 entry of this formula, charge and spin) is 11.435 eV. The SMILES is CC(C)O.CC(C)O.CC(C)O.CC(C)O.CC(C)O.CC(C)O.CC(C)O.CO.CO.CO.CO. The spin multiplicity is 1. As for the gap between HOMO and LUMO: 9.18 eV. The value obtained for the max |F| is 11.203 eV Å⁻¹. For the calculated total energy, the calculation gives -1822.86227 hartree.

Each line ends with the Löwdin charge.
Geometry (Å):
C1 3.97 -1.19 -0.57  -0.0107
C2 3.53 -0.66 -1.95  -0.5903
C3 2.83 -1.71 -2.77  -0.0321
O1 2.85 0.39 -1.90  0.0257
H1 4.48 -2.14 -0.51  0.0719
H2 3.11 -1.34 0.14  0.0711
H3 4.58 -0.46 -0.12  0.0590
H4 4.56 -0.58 -2.47  0.1704
H5 3.36 -2.67 -2.70  0.1018
H6 2.63 -1.52 -3.84  0.0994
H7 1.94 -2.03 -2.40  0.0038
H8 3.39 1.06 -2.32  0.1394
C4 1.86 -1.73 2.97  -0.0390
C5 0.51 -2.27 3.29  -0.6407
C6 -0.38 -1.06 3.54  -0.0182
O2 -0.07 -3.07 2.53  0.0519
H9 1.96 -1.16 2.08  0.0275
H10 2.59 -2.41 2.80  0.0251
H11 2.30 -1.25 3.84  0.1060
H12 0.54 -2.66 4.30  0.1432
H13 -1.26 -1.39 4.05  0.0801
H14 -0.52 -0.41 2.67  0.0618
H15 0.14 -0.44 4.20  0.0616
H16 0.24 -3.92 2.86  0.1323
C7 -2.92 3.71 2.67  -0.0383
C8 -2.21 3.39 1.40  -0.5963
C9 -1.23 2.17 1.38  0.0042
O3 -3.12 3.32 0.52  0.0358
H17 -2.31 3.67 3.63  0.1012
H18 -3.57 2.88 2.88  0.0498
H19 -3.53 4.62 2.56  0.0932
H20 -1.55 4.16 1.18  0.1149
H21 -0.47 2.26 2.11  0.0540
H22 -0.76 2.14 0.42  0.0573
H23 -1.73 1.27 1.48  0.0329
H24 -3.57 2.52 0.74  0.0601
C10 0.59 2.58 -2.04  -0.0439
C11 -0.12 3.88 -1.88  -0.6505
C12 0.84 4.87 -1.30  -0.0309
O4 -0.76 4.24 -2.90  0.0486
H25 0.06 1.75 -2.54  0.0617
H26 0.94 2.22 -1.12  0.0373
H27 1.41 2.77 -2.66  0.0739
H28 -0.91 3.79 -1.14  0.1226
H29 1.95 4.75 -1.52  0.0927
H30 0.95 4.82 -0.21  0.0611
H31 0.69 5.95 -1.53  0.0938
H32 -1.34 3.44 -2.94  0.1493
C13 0.57 -4.18 -0.69  -0.0512
C14 -0.58 -3.89 -1.55  -0.6054
C15 -1.84 -3.71 -0.69  -0.0418
O5 -0.51 -2.85 -2.28  -0.0025
H33 0.46 -3.86 0.39  0.0786
H34 1.54 -3.87 -1.00  0.0454
H35 0.68 -5.32 -0.60  0.1205
H36 -0.81 -4.74 -2.15  0.1328
H37 -2.02 -4.64 -0.10  0.0938
H38 -2.74 -3.52 -1.20  0.0514
H39 -1.86 -2.83 -0.04  0.0655
H40 0.00 -2.11 -1.89  0.0582
C16 3.78 3.33 1.26  -0.0469
C17 2.36 2.99 1.38  -0.6451
C18 2.29 1.57 2.16  -0.0179
O6 1.68 3.84 1.97  0.0256
H41 4.32 3.24 0.26  0.1109
H42 4.36 2.74 1.93  0.0536
H43 4.02 4.27 1.74  0.0901
H44 1.87 3.03 0.41  0.1066
H45 1.35 1.33 2.57  0.0319
H46 2.86 1.74 3.08  0.0878
H47 2.83 0.80 1.66  0.0510
H48 2.14 3.92 2.83  0.1402
C19 -5.64 0.38 -0.37  -0.0165
C20 -5.20 0.22 1.05  -0.6300
C21 -3.98 -0.76 1.34  0.0030
O7 -5.03 1.27 1.67  0.0117
H49 -4.87 0.91 -0.97  0.0851
H50 -6.58 0.91 -0.42  0.0805
H51 -5.79 -0.64 -0.76  0.0904
H52 -5.98 -0.31 1.58  0.1266
H53 -3.15 -0.33 1.00  -0.0036
H54 -4.20 -1.68 0.72  0.0975
H55 -3.86 -1.10 2.30  0.0478
H56 -5.36 1.12 2.59  0.1613
C22 -2.71 -0.42 -2.20  -0.1656
O8 -2.02 0.62 -1.66  -0.1292
H57 -3.58 -0.10 -2.77  0.0925
H58 -2.97 -1.02 -1.36  0.0504
H59 -2.03 -0.88 -2.91  0.0673
H60 -1.17 0.33 -1.33  0.0109
C23 -0.12 -0.15 -4.68  -0.1070
O9 -1.20 -0.61 -5.56  -0.1483
H61 -0.38 0.65 -3.98  0.0547
H62 0.58 0.07 -5.41  0.0528
H63 0.25 -1.01 -4.05  0.0727
H64 -0.82 -1.30 -6.16  0.0934
C24 3.43 -4.42 0.86  -0.2037
O10 2.79 -5.45 1.57  -0.1205
H65 4.30 -4.09 1.50  0.0957
H66 2.87 -3.53 0.92  0.0109
H67 3.82 -4.53 -0.16  0.0912
H68 2.49 -5.22 2.49  0.1044
C25 0.31 -0.50 0.13  -0.1231
O11 0.39 -0.40 -1.26  -0.1632
H69 0.85 -1.39 0.45  0.0708
H70 -0.71 -0.60 0.50  0.0870
H71 0.75 0.42 0.53  0.0736
H72 1.32 -0.29 -1.55  0.0594

2.
Here is a molecular structure, C25H73ClF4N3O22P2S2 at a distorted geometry from OMol25. Energies are from ωB97M-V with the def2-TZVPD basis set.

The spin multiplicity is 1. As for the charge: +1. As for the gap between HOMO and LUMO: 4.67 eV. The value obtained for the max |F| is 9.400 eV Å⁻¹. For the calculated total energy, the calculation gives -5153.44003 hartree.

Each line ends with the Löwdin charge.
Geometry (Å):
C1 -2.02 -0.71 4.31  -0.0132
C2 -0.56 -0.61 4.03  -0.1422
C3 0.25 0.56 3.24  -0.1533
C4 0.25 0.43 1.57  -0.2587
C5 -1.39 0.56 1.24  -0.1232
C6 -2.21 1.78 1.95  -0.1689
C7 -3.38 2.24 0.84  -0.1503
C8 -4.85 2.40 1.56  -0.1638
N1 -5.96 1.59 0.88  -0.1972
C9 -6.66 0.34 1.45  -0.0651
C10 -7.83 -0.17 0.39  -0.0676
C11 -7.74 0.90 -0.86  -0.0693
C12 -6.54 1.95 -0.48  -0.0643
N2 0.89 1.61 0.93  -0.3351
Cl1 1.86 2.63 2.01  0.8921
C13 1.70 1.54 -0.32  -0.2867
C14 1.32 2.94 -1.16  -0.1632
O1 2.49 3.55 -1.84  -0.2764
C15 2.57 5.00 -1.59  -0.0970
C16 1.81 0.20 -1.19  -0.5203
P1 3.68 0.02 -1.74  0.7378
O2 4.45 1.35 -2.00  -0.4605
P2 0.99 0.29 -2.96  0.3749
S1 2.05 1.38 -4.24  0.2972
C17 1.20 -1.17 -0.53  -0.4081
S2 -0.54 -1.44 -1.30  0.8204
C18 1.95 -2.58 -0.95  -0.2092
O3 3.23 -2.93 -0.63  -0.0094
N3 1.34 -3.75 -1.68  0.1145
C19 1.59 -3.82 -3.14  -0.2157
O4 2.53 -3.14 -3.83  -0.0063
F1 0.70 -4.70 -3.97  0.0012
C20 0.87 -1.07 1.12  -0.2476
C21 2.18 -1.50 2.05  -0.0751
C22 3.42 -0.45 2.08  -0.0599
C23 4.78 -1.35 2.43  -0.2099
F2 5.75 -0.39 3.02  0.0027
F3 4.47 -2.33 3.54  0.0044
F4 5.36 -2.03 1.26  0.0236
O5 -0.16 -2.09 1.22  -0.2597
C24 -0.07 -3.23 2.01  -0.2606
C25 0.68 -4.58 1.42  -0.0719
H1 -2.48 -0.25 5.30  0.0959
H2 -2.81 -1.18 3.55  0.0901
H3 0.08 -1.49 4.53  0.1181
H4 -0.14 1.58 3.64  0.1126
H5 1.36 0.50 3.70  0.1065
H6 -2.01 -0.40 1.50  0.1166
H7 -1.42 0.86 0.09  0.1105
H8 -1.54 2.75 2.09  0.0999
H9 -2.79 1.53 2.92  0.1041
H10 -3.52 1.42 -0.01  0.1241
H11 -3.12 3.30 0.36  0.1194
H12 -4.89 2.09 2.69  0.1219
H13 -5.19 3.54 1.53  0.1386
H14 -6.40 -0.18 2.48  0.0993
H15 -8.60 -1.07 0.49  0.0846
H16 -8.37 0.98 -1.85  0.0631
H17 -6.08 2.87 -1.03  0.1063
H18 0.10 2.29 0.72  0.1300
H19 2.83 1.79 -0.01  0.1261
H20 1.02 3.83 -0.42  0.0971
H21 0.37 2.82 -1.85  0.1202
H22 3.54 5.38 -2.17  0.1308
H23 2.73 5.29 -0.47  0.1035
H24 1.66 5.53 -2.10  0.1074
H25 4.48 -0.68 -0.73  0.0309
H26 3.71 -0.83 -2.94  0.0469
H27 -0.31 0.90 -2.95  0.0039
H28 1.02 -1.02 -3.64  -0.0172
H29 -0.49 -2.11 -2.51  -0.0849
H30 0.46 -4.11 -1.32  0.1077
H31 2.62 -2.56 1.79  0.1198
H32 1.88 -1.64 3.20  0.1344
H33 3.65 0.13 1.11  0.0882
H34 3.38 0.35 2.95  0.1226
H35 0.31 -3.14 3.14  0.1256
H36 -1.19 -3.62 2.17  0.1571
H37 0.68 -5.37 2.32  0.1176
H38 1.79 -4.44 1.11  0.0730
H39 -0.01 -5.05 0.60  0.0853
O6 3.35 -6.89 -4.07  -0.0483
H40 3.19 -5.98 -3.78  0.0118
H41 3.07 -6.89 -5.00  0.0603
O7 -0.19 3.93 -4.87  -0.0968
H42 0.34 3.45 -4.21  -0.0564
H43 0.46 4.20 -5.54  0.0430
O8 -3.99 -2.06 0.30  -0.0620
H44 -3.04 -2.20 0.43  0.0031
H45 -4.06 -1.75 -0.61  0.0566
O9 5.50 -8.81 -4.99  -0.0688
H46 4.65 -8.42 -4.74  -0.0089
H47 5.77 -9.30 -4.20  0.0392
O10 4.31 3.97 3.74  -0.0857
H48 4.84 3.49 4.39  0.0465
H49 4.96 4.24 3.06  0.0460
O11 -8.65 2.69 -2.99  -0.0795
H50 -8.81 3.60 -2.70  0.0548
H51 -8.93 2.69 -3.91  0.0519
O12 -0.14 -0.60 -5.46  -0.1478
H52 -1.05 -0.49 -5.76  0.0416
H53 -0.10 -1.52 -5.16  0.0046
O13 -0.82 5.34 -0.15  -0.0834
H54 -0.35 5.95 0.44  0.0646
H55 -1.03 5.88 -0.92  0.0722
O14 5.33 -4.10 -2.72  -0.0449
H56 4.99 -4.12 -1.82  0.0321
H57 4.59 -3.75 -3.24  0.0132
O15 -2.89 7.08 -0.03  -0.0745
H58 -3.81 7.26 0.22  0.0538
H59 -2.69 6.24 0.41  -0.0011
O16 3.68 -1.79 6.60  -0.0839
H60 4.21 -2.27 7.26  0.0090
H61 4.32 -1.53 5.93  0.0140
O17 3.96 -2.59 9.32  -0.0582
H62 3.11 -2.20 9.56  0.0539
H63 4.23 -3.08 10.11  0.0539
O18 -1.85 5.54 2.08  -0.0649
H64 -1.13 4.94 1.84  0.0121
H65 -1.92 5.47 3.04  0.0742
O19 -4.96 -4.90 -0.63  -0.0709
H66 -5.40 -5.09 0.22  0.0426
H67 -4.43 -4.12 -0.44  -0.0120
O20 7.27 -1.87 -2.89  -0.0698
H68 6.93 -2.76 -2.72  -0.0018
H69 7.01 -1.37 -2.10  0.0192
O21 -2.01 -2.23 -5.64  -0.0597
H70 -2.05 -2.48 -6.58  0.0770
H71 -2.63 -2.83 -5.21  0.0667
O22 -4.92 7.33 -1.73  -0.0785
H72 -3.97 7.19 -1.60  -0.0029
H73 -5.00 7.65 -2.64  0.0461

> Look up the calculated total energy of the first one.

-1822.86227 hartree

> Among the records above, which one has the lowest calculated total energy?

C25H73ClF4N3O22P2S2

> gap between HOMO and LUMO of number 2 (C25H73ClF4N3O22P2S2)?

4.67 eV

> Which of these has the highest max |F|?

C25H72O11